# 1
117
Properties=species:S:1:pos:R:3:forces:R:3 method="wB97M-V/def2-TZVPD" total_charge=+1 relative_energy_kcal_mol=33.5 s_squared=0.779 spin_multiplicity=2
C -2.503 -2.183 4.142 0.2 -0.1 -0.6
C -4.885 0.443 -4.646 0.0 0.0 0.0
H -5.309 -1.613 1.991 -0.1 -0.1 0.0
H 6.645 -4.316 -0.088 0.1 0.0 0.0
C -2.881 4.345 -2.725 0.4 -0.2 -0.3
H -2.779 -3.223 4.224 0.0 -0.2 0.0
H 3.051 -5.698 -3.315 0.0 -0.1 -0.1
P 3.643 -3.734 0.756 -0.5 0.5 0.5
H -0.574 -4.303 -3.099 0.0 -0.1 0.1
H 6.379 -1.955 -0.960 0.0 -0.1 -0.1
H 6.197 -0.625 0.180 0.0 0.1 0.0
H -3.513 4.182 -4.772 -0.1 0.0 -0.2
H 2.380 -0.153 5.603 0.0 0.0 0.1
H 1.697 -5.522 -0.443 -0.1 0.0 0.0
S -0.226 -1.826 -2.043 0.1 0.5 0.9
C -3.212 0.410 -2.440 0.3 -0.6 0.0
C 1.921 0.453 2.312 0.1 0.0 -0.3
H 2.748 -6.747 0.287 -0.1 0.0 0.0
H 2.089 -7.004 -1.333 0.0 -0.1 -0.1
Te -1.152 3.085 -2.975 -0.9 0.5 0.6
C -0.365 5.700 1.796 -0.1 0.1 0.1
I 1.014 -3.004 5.519 0.2 0.2 -0.2
C -3.991 -0.567 0.675 0.0 0.2 -0.2
H -4.820 2.559 2.765 0.0 0.1 0.0
C 0.836 4.775 -0.539 0.2 -0.2 0.0
C -4.847 5.382 -3.587 0.1 -0.2 -0.3
C -4.306 1.274 -2.474 0.1 -0.1 0.2
H -0.796 3.636 2.203 0.0 0.0 0.1
H 2.828 1.590 3.870 0.1 0.1 0.0
H 2.957 3.113 -0.014 0.1 0.1 0.1
H 0.748 -2.594 2.485 0.0 0.2 0.0
H 2.354 0.497 -4.179 0.1 -0.1 -0.1
H -5.975 1.968 -3.608 -0.1 0.1 0.0
H -5.540 0.450 -5.504 -0.1 0.0 -0.1
C -5.156 0.466 2.494 0.0 -0.1 0.1
C -3.723 4.597 -3.799 0.2 0.0 0.1
H 1.263 6.826 -0.942 0.0 0.1 -0.1
H 7.825 -3.891 1.160 0.1 0.0 0.0
P -2.146 0.576 -0.973 -1.1 2.0 0.7
H -1.537 1.542 3.809 0.0 0.1 0.0
C -5.135 1.291 -3.579 0.0 0.0 0.0
P 0.066 2.109 -0.034 -0.1 0.8 -2.1
C 1.131 -1.639 2.830 0.2 -0.2 -0.1
C -1.724 -2.616 1.849 0.9 0.2 -1.6
C 3.738 1.426 -2.866 -0.3 -0.2 -0.6
C -4.348 5.673 -1.401 0.3 -0.1 0.3
H 7.724 -1.519 0.106 0.1 0.0 0.0
C 2.475 -6.257 -0.645 0.3 0.0 0.1
N -1.058 -3.455 -0.088 -0.3 -1.3 0.1
C 1.475 -1.478 4.164 0.0 -0.1 0.2
C -0.343 4.345 1.521 0.1 0.0 0.0
N 1.310 -0.676 1.914 0.0 0.2 0.7
H 0.169 7.652 1.106 0.0 0.1 0.0
H 4.849 2.684 -1.496 0.1 0.1 0.0
C -4.582 1.685 2.177 -0.1 0.0 0.0
H -2.562 4.746 -0.635 0.0 0.0 0.1
H 6.301 -4.670 1.613 0.1 -0.1 0.0
C -3.701 1.787 1.113 0.2 -0.1 -0.2
C 0.204 6.593 0.903 0.0 0.0 0.0
C 3.909 2.185 -1.664 -0.1 0.3 0.6
H -2.062 -3.644 1.952 0.1 0.1 -0.1
H 2.544 -4.209 -2.500 0.0 0.0 0.0
S 2.136 -2.540 -0.264 0.3 -0.9 0.3
C -2.954 -0.433 -3.513 0.0 0.0 0.1
C 6.644 -1.606 0.036 -0.3 -0.1 0.3
H 4.483 -6.318 -1.411 -0.2 0.1 0.0
H 4.232 -4.421 -2.997 0.0 0.0 -0.1
C 3.681 -5.583 -1.270 -0.3 -0.5 -0.6
H 4.552 1.418 -3.571 0.1 -0.1 -0.2
C -3.403 0.659 0.362 0.0 -0.5 -0.2
H -4.499 1.922 -1.630 -0.1 0.1 0.0
C -0.710 -3.350 -1.318 0.0 1.3 0.0
H -3.598 -1.066 -5.447 0.0 -0.1 -0.1
O -1.037 0.089 1.719 -1.3 0.7 1.8
C 2.547 0.892 -3.194 0.4 0.1 0.1
H -4.636 6.123 -0.461 0.1 0.0 0.2
H -3.233 2.730 0.864 0.0 0.1 0.0
H 2.102 1.202 1.546 -0.1 -0.1 0.1
C 2.883 2.398 -0.822 0.3 -0.1 0.0
H 1.315 4.421 -1.443 -0.1 0.0 0.1
W -0.236 -0.494 0.150 2.5 -1.2 -1.9
N -1.095 -2.330 0.702 -1.2 -1.0 1.5
N -5.159 5.905 -2.417 -0.5 0.3 0.1
C -2.692 -1.329 5.202 -0.1 0.1 0.1
H -0.828 6.059 2.703 -0.1 0.0 0.1
H -5.535 5.590 -4.395 0.0 0.0 -0.2
H -5.830 0.390 3.334 -0.1 0.0 0.1
H -2.503 0.684 5.923 0.0 0.1 0.1
C -2.348 0.017 5.090 0.0 -0.3 -0.1
H -2.105 -1.100 -3.491 -0.1 0.0 -0.1
C 0.256 3.879 0.355 0.1 -0.4 0.8
C -1.593 -0.353 2.836 -0.5 -1.0 0.4
C -3.197 4.906 -1.497 0.1 -0.1 0.0
H -3.103 -1.697 6.129 -0.1 -0.1 0.0
H -3.744 -1.436 0.067 -0.1 0.0 0.1
C 2.334 0.666 3.610 -0.1 -0.1 0.1
C 0.810 6.129 -0.254 -0.1 0.1 0.0
N -0.641 -4.435 -2.105 0.0 -0.2 -0.1
H 0.447 0.774 -2.706 0.3 0.2 0.1
O 4.696 -2.599 1.017 -0.3 -0.2 -0.2
C 1.571 0.148 -0.911 0.6 0.0 -0.4
C -3.797 -0.414 -4.611 0.0 0.0 -0.1
C 1.443 0.847 -2.250 -0.8 -0.1 -0.2
C -1.807 0.501 3.919 0.2 0.1 -0.5
H 6.351 -2.200 2.097 0.0 -0.1 -0.2
O 4.280 -4.601 -0.404 0.1 0.6 0.6
S 2.911 -4.619 2.329 0.3 0.3 -0.8
S 3.130 -0.761 -0.656 -0.4 0.3 0.1
C -4.865 -0.662 1.740 -0.1 0.0 0.0
C -1.940 -1.731 2.929 0.0 1.3 0.9
C 6.764 -3.958 0.931 -0.2 0.1 0.1
C 2.086 -0.303 4.576 -0.1 -0.1 -0.3
H -1.018 -5.294 -1.744 0.0 -0.1 0.0
C -1.391 2.196 -1.060 1.0 -1.1 -0.8
C 6.145 -2.583 1.090 0.5 0.0 0.0
C 3.352 -4.930 -2.607 0.2 0.0 0.3
C 1.631 1.674 -0.966 -0.7 0.1 0.5


# 2
8
Properties=species:S:1:pos:R:3:forces:R:3 method="wB97M-V/def2-TZVPD" total_charge=0 relative_energy_kcal_mol=14.6
H 0.244 -1.265 -1.223 1.2 -1.0 -1.3
H 0.574 -0.414 1.181 0.5 -0.8 0.2
H -0.287 1.879 0.332 -0.2 1.0 -0.2
C -0.874 1.061 -0.029 2.2 -0.6 -0.2
N -1.851 -1.184 0.035 -2.7 -0.3 -0.2
N -2.643 -0.197 -0.099 -0.3 -4.0 -0.1
Si -0.195 -0.728 -0.026 -0.5 2.8 1.1
N -2.115 1.000 0.138 -0.2 3.1 0.8


# 3
17
Properties=species:S:1:pos:R:3:forces:R:3 method="wB97M-V/def2-TZVPD" total_charge=+1 relative_energy_kcal_mol=0.0
N 1.469 0.724 -1.381 -3.1 0.2 2.2
H 1.163 1.173 -3.343 1.0 0.8 0.6
C 1.689 1.601 -2.434 0.0 1.5 -2.5
N 0.862 -1.008 0.915 0.9 1.1 -1.5
H -1.737 -2.640 3.199 0.0 0.1 0.1
N -1.940 -1.777 2.718 -2.1 0.5 0.3
N 0.029 -0.228 0.295 -1.1 -2.0 2.3
H -2.911 -1.344 2.847 2.2 -1.1 -0.4
C -1.267 -0.404 0.785 1.4 1.3 -1.4
O 0.177 -1.672 1.827 -0.2 -0.1 -0.2
C -1.123 -1.333 1.768 -0.7 0.6 0.6
H 1.149 2.524 -2.150 0.6 -0.2 -0.6
H -1.987 0.288 0.368 -0.4 -0.5 0.4
H 2.044 0.014 -1.111 2.1 -2.1 0.6
O -0.679 1.516 -0.943 1.7 -0.8 -0.2
H 2.779 1.773 -2.581 -1.0 -0.1 -0.1
C 0.285 0.791 -0.780 -1.3 0.9 -0.2


# 4
15
Properties=species:S:1:pos:R:3:forces:R:3 method="wB97M-V/def2-TZVPD" total_charge=-1 relative_energy_kcal_mol=122.8
H 1.622 -3.519 0.383 0.5 -2.1 0.6
C 0.291 -1.840 0.102 -1.9 -0.3 -2.1
H -0.875 0.672 0.981 -0.9 0.7 2.3
H -0.028 2.655 0.520 0.3 0.7 -0.5
H 0.397 2.124 -1.240 -0.5 0.5 0.1
H -1.582 -1.785 -0.510 0.5 0.4 0.1
N 1.693 1.443 0.222 0.2 -3.4 0.3
C 1.482 -2.590 -0.033 -1.6 3.6 0.1
N -0.536 0.741 0.079 0.6 -2.6 -2.5
C 0.350 -0.465 0.004 1.9 1.9 0.1
O 2.725 2.230 -0.056 0.2 0.3 -0.3
S 2.747 -1.373 0.020 0.8 0.3 0.0
O -0.985 -2.366 -0.030 -0.3 -1.7 0.8
C 0.330 1.894 -0.167 1.1 -1.8 0.6
C 1.671 -0.046 0.015 -0.9 3.6 0.5


# 5
72
Properties=species:S:1:pos:R:3:forces:R:3 method="wB97M-V/def2-TZVPD" total_charge=-2 s_squared=8.848 spin_multiplicity=6
H -0.048 3.721 0.834 0.0 -0.1 -0.3
N -2.782 -1.594 -0.665 -0.3 -0.1 0.4
I -0.519 1.399 -3.766 1.4 2.6 -0.7
H 0.347 -2.993 0.368 -0.1 0.0 0.2
C 2.654 -1.190 0.729 0.8 0.4 -0.1
C -0.097 3.795 -0.263 -0.1 0.2 0.4
H -3.107 -0.420 1.066 -0.2 -0.1 -0.5
H -1.045 3.375 -0.608 0.2 0.0 -0.1
H -2.315 -2.735 4.541 0.1 0.0 -0.1
C -2.057 -3.486 -1.527 -1.5 -0.6 1.1
C -2.047 -0.258 -2.615 -1.0 -0.1 0.0
C -0.570 -1.655 1.797 0.2 0.1 0.1
O -3.155 -0.234 -3.107 -0.4 0.4 0.3
C -1.866 1.909 1.816 0.0 0.4 0.5
H -2.426 1.652 0.910 0.3 0.2 0.3
H -1.673 -0.665 3.379 0.1 -0.1 -0.1
C -0.525 -4.089 1.996 -0.1 0.3 0.0
H -1.556 -4.951 3.688 0.0 0.1 -0.1
C 1.104 1.832 -1.298 -0.2 0.0 0.0
H 4.479 2.124 1.609 -0.1 -0.2 0.0
C -0.349 -2.650 -3.109 0.1 0.0 0.3
H -0.396 -3.689 -3.436 0.1 0.0 -0.1
C 4.054 -1.119 0.651 -0.3 0.0 0.2
H 3.216 -0.194 -1.687 0.0 0.2 -0.2
H 0.975 1.142 3.529 -0.3 0.1 0.0
H -0.204 -5.049 1.604 0.0 0.0 0.0
C 2.217 3.805 -1.128 0.1 -0.1 -0.2
H 3.878 0.903 -2.938 0.1 -0.1 0.0
H 0.055 -0.672 -5.572 0.1 0.0 0.0
H -1.751 -0.538 -5.499 0.1 0.1 0.3
H 2.302 0.141 -3.181 -0.2 0.0 -0.1
C -3.572 -0.655 0.088 0.1 0.2 0.2
H 5.808 0.126 0.908 -0.3 0.0 0.0
C -0.800 0.003 -5.535 -0.3 -0.9 -1.9
C 4.718 0.072 0.968 -0.2 0.0 0.0
H -3.345 3.345 2.451 0.2 0.0 0.1
N 1.027 3.133 -0.893 0.7 -0.1 0.0
C 1.904 -0.059 1.089 0.0 -0.3 0.6
H 4.069 3.034 -2.074 -0.2 0.0 0.1
H -3.705 -3.414 -0.013 0.4 0.1 -0.1
C 0.034 1.627 3.268 -0.6 0.5 0.2
C -1.297 -4.035 3.160 0.3 0.1 -0.2
H -0.046 4.857 -0.528 -0.1 -0.2 0.0
H -3.718 0.272 -0.491 0.1 -0.4 0.2
H 0.628 -2.455 -2.644 0.0 0.0 -0.1
C -0.483 2.602 4.132 0.1 -0.2 -0.1
N 2.369 1.730 -1.819 -0.1 0.2 0.3
H 2.024 1.979 1.804 0.2 -0.1 -0.2
C 2.971 0.568 -2.440 -0.1 -0.3 0.4
H 0.066 2.859 5.035 -0.1 0.0 -0.1
C -1.335 -1.618 2.977 -0.1 -0.5 -0.1
C 3.056 2.920 -1.712 -0.1 0.4 0.1
C -1.704 -2.796 3.643 0.0 0.3 -0.2
H 2.334 4.859 -0.917 0.0 -0.3 0.0
H 4.624 -1.998 0.335 -0.1 0.2 0.1
H 2.149 -2.121 0.467 0.2 0.3 0.1
C 3.976 1.187 1.371 -0.1 -0.2 0.0
Si 0.023 -0.052 0.901 -0.6 0.2 -0.8
H -0.452 -1.995 -3.979 -0.1 0.0 0.2
C -0.186 -2.915 1.317 -0.4 -0.3 0.2
Fe -0.361 0.472 -1.380 -0.9 -1.3 0.2
C 2.583 1.108 1.463 0.7 -0.1 -0.4
N -1.401 -2.469 -2.144 0.9 -0.6 -0.1
H -4.561 -1.098 0.279 0.2 0.1 -0.1
C -2.390 2.874 2.689 0.1 -0.3 -0.2
H -1.904 -4.527 -1.761 0.1 0.1 -0.1
C -0.640 1.284 2.085 0.1 -0.1 0.2
C -2.942 -2.943 -0.629 0.3 -1.0 -0.7
C -1.732 -1.263 -1.534 0.7 1.2 0.8
H -2.098 3.996 4.511 0.1 -0.2 -0.2
H -0.787 0.663 -6.411 0.0 -0.1 0.2
C -1.695 3.230 3.846 0.0 -0.1 -0.2


# 6
18
Properties=species:S:1:pos:R:3:forces:R:3 method="wB97M-V/def2-TZVPD" total_charge=0 relative_energy_kcal_mol=146.1
H 0.395 -0.096 -1.465 -0.1 -0.1 0.1
C 1.368 2.022 0.407 0.1 0.2 -0.1
H -1.528 -1.696 -1.853 0.1 0.0 0.1
O -1.203 -2.788 -0.112 -0.2 0.1 0.1
H 1.042 2.525 -0.505 0.0 0.0 0.1
N -0.603 -0.078 0.453 0.0 0.3 0.0
H -1.506 1.675 -0.202 0.1 -0.1 0.1
H 1.238 0.682 0.611 0.0 -0.1 0.0
C -0.718 -1.991 -1.165 0.2 0.1 -0.3
H -0.017 -2.612 -1.731 -0.1 0.1 0.1
C 0.669 -0.625 0.655 0.0 -0.2 0.2
C -0.920 1.203 0.583 -0.1 -0.1 0.0
H 1.158 2.665 1.265 0.0 -0.1 -0.1
H -0.991 1.605 1.589 0.1 0.0 -0.1
C 0.007 -0.751 -0.676 0.0 0.0 -0.2
H -1.706 -2.207 0.475 0.1 -0.2 0.0
H 2.462 1.923 0.340 -0.2 -0.1 0.0
H 0.854 -1.456 1.331 0.0 0.1 -0.1


DFT total energy values, unit eV, following the record order: -154659.121 -13429.698 -14307.862 -23173.043 -90026.091 -8895.360.
Largest force on an atom values, unit eV/Å, following the record order: 3.4 4.0 3.8 4.0 3.0 0.3.